{
  "formula": "C3H6FNO2S",
  "method": "the ωB97M-V functional and the def2-TZVPD basis",
  "species": ["C", "O", "C", "N", "S", "C", "O", "H", "H", "H", "H", "H", "F", "H"],
  "coordinates": [[-3.102, 0.099, -0.128], [-1.746, -0.335, -0.139], [-0.852, 0.526, 0.375], [0.393, 0.316, 0.451], [0.961, -1.171, -0.147], [2.687, -0.949, 0.192], [3.201, 0.008, 0.698], [-3.684, -0.707, -0.574], [-3.224, 1.011, -0.723], [-3.448, 0.274, 0.897], [-1.251, 1.472, 0.751], [3.245, -1.847, -0.140], [3.447, 1.077, -0.574], [3.375, 0.226, -0.939]],
  "forces_ev_per_a": [[-0.23, 0.07, 0.00], [0.16, -0.06, 0.00], [0.21, 0.14, 0.10], [-0.22, -0.27, -0.09], [-0.19, 0.29, -0.03], [-0.51, -1.41, 1.46], [-1.58, -6.01, 7.08], [0.07, 0.13, 0.07], [0.02, -0.13, 0.08], [0.05, -0.03, -0.15], [0.04, -0.12, -0.06], [0.05, 0.14, -0.09], [1.66, 5.97, -7.32], [0.46, 1.28, -1.05]],
  "fmax_ev_per_a": 9.59,
  "homo_energy_ev": -8.67,
  "e_above_lowest_kj_mol": 257.48,
  "smiles": "CO/C=N\\SC=O.F",
  "e_lumo_ev": 0.73,
  "spin_multiplicity": 1,
  "gap_ev": 9.40,
  "total_energy_ev": -22341.382
}



{
  "formula": "C3H5FN2S2",
  "method": "the ωB97M-V functional and the def2-TZVPD basis",
  "species": ["C", "C", "F", "C", "N", "S", "N", "S", "H", "H", "H", "H", "H"],
  "coordinates": [[-0.503, -2.816, 0.085], [0.339, -1.827, 0.508], [1.425, -1.924, 1.506], [0.009, -0.435, 0.198], [-0.860, -0.457, -0.861], [-1.672, 1.101, -1.093], [0.396, 0.795, 0.767], [1.265, 1.788, -0.154], [-0.502, -3.818, 0.733], [-1.412, -2.496, -0.357], [-1.464, 1.751, 0.047], [0.526, 0.665, 1.951], [0.724, 3.093, -0.067]],
  "forces_ev_per_a": [[2.13, -1.37, 4.60], [0.55, -0.70, 2.12], [-2.57, -0.32, -2.51], [-2.94, 0.82, -4.71], [1.58, 3.09, 2.98], [-0.14, -1.63, -1.15], [-1.09, -3.60, 6.58], [2.30, 2.58, -1.21], [0.41, 2.01, -2.14], [-0.29, -0.10, -0.61], [0.15, -0.03, 0.41], [0.15, 0.81, -4.52], [-0.24, -1.56, 0.16]],
  "fmax_ev_per_a": 7.58,
  "homo_energy_ev": -8.48,
  "e_above_lowest_kj_mol": 409.55,
  "smiles": "C=C(F)/C(=N/S)NS",
  "e_lumo_ev": -0.39,
  "spin_multiplicity": 1,
  "gap_ev": 8.09,
  "total_energy_ev": -30555.690
}



{
  "formula": "C26H44INO14P4",
  "method": "the ωB97M-V functional and the def2-TZVPD basis",
  "species": ["O", "P", "C", "C", "C", "C", "C", "C", "C", "N", "C", "O", "C", "P", "O", "O", "O", "C", "C", "C", "C", "I", "C", "O", "H", "H", "H", "H", "H", "H", "H", "H", "H", "H", "H", "H", "H", "H", "C", "C", "O", "P", "O", "O", "C", "C", "O", "C", "C", "H", "H", "H", "H", "H", "H", "H", "H", "H", "H", "H", "H", "H", "H", "H", "C", "C", "O", "P", "O", "O", "C", "C", "O", "C", "C", "H", "H", "H", "H", "H", "H", "H", "H", "H", "H", "H", "H", "H", "H", "H"],
  "coordinates": [[-4.868, -3.026, -1.229], [-3.895, -1.803, -1.195], [-4.999, -0.271, -1.239], [-4.762, 0.862, -2.088], [-3.509, 0.908, -3.109], [-3.913, 0.849, -4.589], [-2.720, 0.840, -5.619], [-1.340, 0.893, -4.888], [-1.131, 0.989, -3.368], [-2.245, 0.994, -2.485], [-5.842, 2.067, -2.003], [-5.522, 3.274, -1.954], [-7.376, 1.549, -1.933], [-8.743, 2.365, -2.951], [-8.192, 3.611, -3.688], [-10.104, 2.814, -2.047], [-9.129, 1.243, -4.211], [-7.611, 0.415, -1.081], [-9.061, -0.270, -0.915], [-8.906, -1.748, -1.603], [-9.932, -1.974, -2.826], [-9.066, -3.486, -4.180], [-6.324, -0.200, -0.312], [-6.359, -0.542, 0.886], [-3.070, -1.895, -0.029], [-3.129, -1.892, -2.417], [-5.001, 0.809, -4.931], [-2.854, 0.773, -6.743], [-0.396, 0.860, -5.543], [-0.083, 1.055, -2.938], [-10.689, 3.275, -2.708], [-8.298, 0.977, -4.665], [-9.248, -0.465, 0.203], [-9.883, 0.353, -1.399], [-7.844, -1.833, -2.057], [-8.959, -2.595, -0.826], [-10.955, -2.297, -2.413], [-10.009, -1.018, -3.463], [4.738, 1.772, 1.562], [5.781, 2.186, 0.542], [5.251, 2.158, -0.775], [4.418, 3.469, -1.360], [5.560, 4.484, -1.237], [4.609, 3.162, -2.977], [5.258, 4.108, -3.820], [6.747, 3.820, -3.915], [3.047, 2.446, -1.480], [2.010, 2.518, -0.514], [1.743, 3.912, 0.016], [3.968, 2.542, 1.656], [5.191, 1.633, 2.547], [4.248, 0.842, 1.266], [6.189, 3.171, 0.785], [6.609, 1.473, 0.567], [5.069, 5.128, -3.475], [4.810, 4.026, -4.814], [7.198, 3.645, -2.938], [7.270, 4.648, -4.398], [6.918, 2.911, -4.502], [2.227, 1.822, 0.299], [1.100, 2.147, -0.999], [2.634, 4.342, 0.487], [0.947, 3.885, 0.763], [1.440, 4.583, -0.792], [3.629, -2.119, 7.333], [3.458, -1.698, 5.886], [4.574, -2.091, 5.101], [4.637, -3.622, 4.461], [3.364, -3.521, 3.615], [5.707, -3.316, 3.234], [5.336, -3.543, 1.878], [4.753, -2.286, 1.256], [6.037, -3.881, 5.416], [5.961, -4.642, 6.611], [4.981, -5.796, 6.556], [3.548, -3.205, 7.429], [2.855, -1.671, 7.962], [4.608, -1.820, 7.714], [2.525, -2.095, 5.476], [3.401, -0.608, 5.834], [4.643, -4.385, 1.803], [6.238, -3.830, 1.333], [4.005, -1.814, 1.896], [4.294, -2.509, 0.291], [5.542, -1.541, 1.104], [5.738, -3.977, 7.448], [6.963, -5.041, 6.797], [3.963, -5.452, 6.343], [4.965, -6.323, 7.512], [5.261, -6.505, 5.772]],
  "forces_ev_per_a": [[2.14, 2.84, 0.27], [-3.82, -3.55, -0.60], [0.21, 3.30, -1.18], [-0.24, -2.10, 1.17], [-0.89, 0.36, -0.78], [4.34, 0.16, 0.14], [0.31, 0.08, 5.85], [-1.52, 0.07, 0.28], [-3.28, -0.29, -2.49], [-0.18, -0.38, -4.07], [0.15, 2.21, -0.24], [-1.02, -4.71, -0.29], [-0.02, -2.65, 2.32], [1.79, 3.65, -3.28], [-1.39, -3.43, 2.29], [1.47, -1.59, -2.24], [0.25, 0.84, 2.57], [-0.12, 2.04, -1.54], [1.68, -0.94, 0.36], [0.58, -0.06, -0.80], [0.14, 0.90, 1.02], [-0.64, 0.61, 0.65], [0.06, -0.53, 1.43], [0.08, 1.06, -4.25], [-0.03, 0.76, -0.66], [0.01, 0.89, 0.98], [1.78, 0.07, 0.74], [0.31, 0.12, 1.75], [-1.62, 0.11, 1.15], [-1.63, -0.12, -0.59], [0.68, -0.37, 0.81], [-0.63, 0.43, 0.47], [0.15, 0.70, -1.69], [1.17, -0.79, 0.79], [-1.64, 0.16, 0.80], [-0.14, 1.38, -1.21], [1.58, 0.35, -1.01], [0.03, -1.60, 1.06], [-0.09, 0.07, 0.12], [0.27, -0.24, 0.24], [-0.53, 0.54, 0.75], [5.60, -5.46, -4.70], [-3.64, 1.39, 1.96], [-1.24, 0.54, 0.54], [0.41, 0.23, -0.08], [0.15, -0.26, -0.11], [-0.47, 3.42, 1.11], [-0.59, -0.40, 0.28], [-0.04, 0.03, -0.18], [-0.02, 0.02, 0.06], [-0.03, 0.01, -0.07], [0.11, 0.01, 0.02], [0.00, -0.01, -0.11], [-0.04, 0.05, -0.15], [0.12, -0.14, 0.05], [-0.12, -0.16, 0.12], [-0.16, 0.20, 0.03], [-0.03, -0.04, -0.01], [-0.04, 0.13, 0.00], [0.09, 0.05, 0.09], [0.12, 0.02, -0.06], [0.06, -0.05, 0.11], [0.08, 0.05, -0.04], [-0.02, -0.05, 0.04], [-0.07, -0.10, 0.11], [-0.13, 0.35, 0.13], [-0.51, -0.69, 0.62], [3.07, 7.62, -3.94], [-0.05, -3.49, 2.61], [0.00, -1.23, 0.77], [-0.30, 0.11, -0.34], [0.13, 0.30, -0.06], [-2.47, -2.70, -0.36], [0.41, -0.16, 0.65], [0.11, -0.05, -0.13], [-0.03, -0.02, 0.06], [0.04, -0.04, -0.05], [-0.07, 0.07, -0.05], [0.07, 0.00, -0.08], [0.09, -0.06, -0.12], [-0.02, 0.19, 0.04], [0.08, 0.04, 0.22], [-0.06, -0.26, 0.03], [0.06, 0.02, 0.01], [-0.05, -0.12, -0.05], [-0.14, 0.03, 0.00], [-0.03, 0.10, -0.14], [-0.08, 0.07, 0.08], [-0.06, 0.02, -0.09], [0.01, 0.03, 0.05]],
  "fmax_ev_per_a": 9.13,
  "homo_energy_ev": -9.52,
  "smiles": "O=[PH2]C1=C(c2ccccn2)C(=O)C(P(=O)(O)O)=C(CCCI)C1=O.CCOP(=O)(OCC)OCC.CCOP(=O)(OCC)OCC",
  "e_lumo_ev": -1.68,
  "spin_multiplicity": 1,
  "gap_ev": 7.84,
  "total_energy_ev": -103079.281
}



{
  "formula": "C16H31NP2Zn",
  "method": "the ωB97M-V functional and the def2-TZVPD basis",
  "species": ["P", "P", "C", "C", "H", "H", "H", "H", "C", "H", "H", "H", "C", "H", "H", "H", "C", "H", "H", "H", "C", "H", "H", "H", "Zn", "C", "C", "C", "C", "C", "C", "C", "C", "C", "H", "H", "H", "H", "H", "H", "H", "H", "H", "H", "H", "H", "H", "H", "H", "N", "C"],
  "coordinates": [[-0.070, -1.845, -1.326], [0.282, 2.177, -1.276], [-0.442, -0.388, -2.363], [0.619, 0.751, -2.367], [-1.452, 0.018, -2.152], [-0.485, -0.790, -3.395], [1.642, 0.373, -2.177], [0.594, 1.193, -3.380], [-1.022, 3.094, -2.146], [-1.386, 3.912, -1.507], [-1.860, 2.436, -2.436], [-0.572, 3.529, -3.050], [1.715, 3.219, -1.177], [1.694, 3.884, -2.048], [2.626, 2.610, -1.203], [1.661, 3.820, -0.262], [-1.292, -3.128, -1.795], [-1.228, -3.966, -1.088], [-1.019, -3.487, -2.796], [-2.316, -2.729, -1.819], [1.411, -2.606, -2.116], [2.191, -1.853, -2.301], [1.118, -3.068, -3.066], [1.808, -3.385, -1.451], [0.801, 0.173, 4.931], [-0.355, 1.764, 0.326], [-1.740, 1.335, 0.158], [-2.273, 0.002, 0.319], [-1.551, -1.061, 1.216], [-0.472, -1.880, 0.551], [0.885, -1.441, 0.199], [1.508, -0.115, 0.628], [0.634, 0.967, 1.267], [0.487, -1.734, 4.898], [-0.378, 2.786, 0.759], [-2.457, 2.140, -0.120], [-2.430, -0.465, -0.673], [-3.308, 0.120, 0.690], [-1.206, -0.622, 2.166], [-2.338, -1.769, 1.523], [-0.528, -2.935, 0.854], [1.633, -2.227, 0.326], [2.138, 0.303, -0.179], [2.219, -0.388, 1.425], [0.073, 0.601, 2.135], [1.305, 1.713, 1.728], [1.309, -2.314, 5.339], [0.333, -2.058, 3.859], [-0.429, -1.921, 5.481], [0.995, 3.204, 4.339], [0.931, 2.051, 4.556]],
  "forces_ev_per_a": [[0.50, 0.03, 3.31], [-0.86, -1.29, -0.31], [-0.36, 0.42, -0.33], [0.08, -0.04, -0.45], [0.63, -0.29, 0.04], [0.04, -0.02, 0.49], [-0.54, 0.21, -0.16], [0.25, -0.20, 0.29], [0.24, 0.27, -0.25], [0.02, -0.31, -0.17], [0.52, 0.29, 0.36], [-0.09, -0.01, 0.13], [0.63, 0.63, -0.88], [0.40, 0.09, 0.22], [-0.16, 0.23, 0.14], [0.04, -0.19, -0.13], [-0.17, -0.38, -1.57], [0.02, 0.35, -0.20], [-0.44, -0.29, -0.01], [0.31, -0.07, 0.21], [-0.22, -0.63, -1.24], [-0.24, -0.19, 0.23], [0.40, -0.08, -0.04], [-0.13, 0.22, -0.24], [-0.14, -0.10, -0.57], [-0.11, 0.07, 1.95], [-0.15, 1.61, -0.18], [-0.87, -1.10, 0.28], [-0.86, 0.24, 0.04], [-2.46, -1.08, -0.78], [2.39, 1.98, -1.21], [0.32, -0.36, 1.08], [0.07, 0.97, -0.57], [0.01, -0.03, 0.33], [0.18, 0.09, 0.01], [0.53, -0.66, 0.48], [-0.14, -0.87, 0.15], [0.22, -0.21, 0.07], [-0.29, -0.02, -0.21], [0.21, 0.09, -0.19], [0.17, 0.30, 0.24], [-0.04, 0.07, 0.20], [-0.20, -0.05, 0.32], [0.15, 0.23, -0.10], [0.05, 0.03, -0.51], [-0.02, -0.15, -0.41], [-0.26, 0.14, -0.13], [0.00, 0.10, 0.29], [0.27, -0.12, -0.26], [-0.12, -2.56, 0.42], [0.23, 2.63, -0.16]],
  "fmax_ev_per_a": 3.34,
  "homo_energy_ev": -4.49,
  "e_above_lowest_kj_mol": 417.05,
  "e_lumo_ev": 0.16,
  "spin_multiplicity": 1,
  "gap_ev": 4.65,
  "total_energy_ev": -85573.176
}



{
  "formula": "C3H9N2S",
  "method": "the ωB97M-V functional and the def2-TZVPD basis",
  "species": ["C", "C", "C", "N", "N", "S", "H", "H", "H", "H", "H", "H", "H", "H", "H"],
  "coordinates": [[1.751, -0.358, -0.337], [0.019, -1.113, 1.224], [0.553, -1.153, -0.195], [0.298, 1.982, 0.058], [-0.322, -0.828, -1.160], [3.119, 0.110, -0.750], [-0.003, -2.151, 1.681], [-0.962, -0.639, 1.166], [0.727, -0.486, 1.882], [0.872, -2.147, -0.407], [0.592, 2.904, 0.151], [0.582, 1.495, 0.912], [-0.592, 0.176, -1.183], [-0.735, 1.930, 0.061], [-0.294, -1.157, -2.110]],
  "forces_ev_per_a": [[2.26, -0.02, -0.94], [1.03, -0.01, 1.91], [1.26, -0.68, 1.93], [-1.23, -2.85, 0.32], [-3.71, 3.04, -2.83], [-0.74, 0.10, 0.36], [-0.29, 1.36, -0.57], [0.02, -0.21, 0.40], [-1.23, -0.93, -0.73], [0.82, -1.08, -0.02], [0.44, 1.98, 0.02], [-0.20, 0.48, -0.09], [0.23, -1.13, 0.13], [0.81, 0.48, 0.04], [0.53, -0.52, 0.08]],
  "fmax_ev_per_a": 5.57,
  "homo_energy_ev": -14.30,
  "e_above_lowest_kj_mol": 273.54,
  "charge": 1,
  "e_lumo_ev": -5.76,
  "spin_multiplicity": 1,
  "gap_ev": 8.54,
  "total_energy_ev": -17063.332
}



{
  "formula": "C11H14N2O",
  "method": "the ωB97M-V functional and the def2-TZVPD basis",
  "species": ["C", "C", "C", "C", "C", "O", "C", "C", "H", "H", "H", "H", "H", "H", "H", "H", "C", "C", "C", "N", "C", "N", "H", "H", "H", "H", "H", "H"],
  "coordinates": [[-0.341, -3.442, 1.522], [0.754, -2.621, 0.879], [0.847, -2.684, -0.494], [1.887, -2.012, -1.202], [2.871, -1.408, -0.470], [4.054, -0.923, -0.984], [2.752, -1.298, 0.942], [1.745, -1.952, 1.620], [-0.087, -4.483, 1.693], [-1.274, -3.173, 1.033], [-0.440, -3.070, 2.558], [0.084, -3.134, -1.113], [1.748, -2.007, -2.274], [3.995, -0.048, -1.336], [3.366, -0.651, 1.556], [1.786, -1.959, 2.702], [-3.656, 3.624, -1.005], [-2.419, 2.928, -0.667], [-1.515, 3.228, 0.315], [-0.424, 2.423, 0.083], [-0.670, 1.719, -1.047], [-1.860, 1.965, -1.518], [-3.908, 3.595, -2.064], [-3.612, 4.713, -0.827], [-4.564, 3.400, -0.435], [-1.585, 3.787, 1.233], [0.396, 2.478, 0.656], [0.071, 1.005, -1.358]],
  "forces_ev_per_a": [[0.38, 1.71, 1.70], [0.19, -1.52, 0.26], [0.92, 1.67, -0.77], [-1.52, -1.01, 0.58], [0.54, 1.01, 1.54], [0.30, -0.75, -0.24], [-0.54, -0.30, -0.31], [-0.26, -0.11, -0.92], [-0.27, -0.30, -0.77], [-0.20, -0.84, -0.11], [-0.19, -0.03, -0.28], [-0.16, -0.24, 0.26], [0.83, 0.04, -0.11], [-0.31, 0.84, -0.39], [0.69, -0.22, -0.49], [-0.44, 0.09, 0.03], [-1.71, 1.72, -0.11], [1.41, -0.40, -0.39], [-0.27, -0.63, 0.12], [-0.33, 0.69, 0.37], [0.26, -0.22, 0.76], [-0.34, 0.54, 0.09], [0.12, -0.56, -0.03], [0.58, -0.25, 0.10], [0.19, -0.73, -0.05], [-0.04, 0.32, -0.18], [0.28, -0.37, -0.17], [-0.14, -0.17, -0.50]],
  "fmax_ev_per_a": 2.44,
  "homo_energy_ev": -8.58,
  "e_above_lowest_kj_mol": 188.22,
  "smiles": "Cc1ccc(O)cc1.Cc1c[nH]cn1",
  "e_lumo_ev": 0.50,
  "spin_multiplicity": 1,
  "gap_ev": 9.08,
  "total_energy_ev": -16660.962
}



> What is the formula in the first record?

C3H6FNO2S